(1)
Computed, not measured: a structure of composition C38H42AsF6NO5P2S5SbSiTi, with ωB97M-V/def2-TZVPD.

Properties
* relative energy (zero: lowest compared OMol25 entry of this formula, charge and spin): 0.0 kcal per mole
* LUMO level: 2.2 eV
* M: 1201.7 g mol⁻¹
* E: -239251.4173 eV
* frontier orbital gap: 6.85 eV

```
! RIJCOSX wB97M-V def2-TZVPD def2/J DEFGRID3
* xyz -1 1
Sb -1.498 4.275 2.398
As 0.328 2.489 -1.405
Ti -0.880 1.134 1.226
S -1.899 2.988 0.161
S -0.117 6.015 2.029
S -4.233 0.733 0.824
S -0.071 2.332 3.046
S -2.672 -0.275 2.974
P 2.325 -0.306 2.183
P 0.725 -3.202 2.392
Si -1.529 -1.550 -0.919
F -2.793 1.729 4.740
F -6.345 2.262 0.622
F -3.984 0.002 5.225
F -5.996 1.540 2.638
F -1.833 -0.081 5.451
F -4.809 3.167 1.851
O -3.416 -1.490 3.008
O -1.449 -0.321 0.115
O -5.050 -0.478 0.939
O 0.538 1.583 0.023
O -1.228 -0.393 2.761
N -3.118 0.905 2.055
C 1.602 4.928 -0.722
C -2.378 0.703 -4.813
C 2.099 2.100 -2.127
C 3.022 1.378 -1.385
C 1.335 -1.629 -1.279
C 4.689 1.753 -3.081
C 3.702 -1.401 1.629
C 2.421 -2.596 -3.198
C -5.398 2.017 1.545
C -1.754 -5.560 0.232
C 0.081 -1.918 -1.813
C -1.065 0.296 -4.651
C 1.452 -4.891 2.252
C 3.314 1.149 2.707
C -3.789 -4.507 0.946
C -2.162 2.177 -2.924
C -0.289 0.832 -3.632
C 1.838 6.292 -0.791
C -3.002 -5.644 0.836
C 1.815 -2.582 3.770
C 2.479 2.657 -3.345
C 3.766 2.477 -3.827
C -2.925 1.643 -3.949
C -0.082 6.561 -2.214
C -2.078 -3.184 -0.156
C 4.317 1.211 -1.861
C -3.335 -3.292 0.448
C 2.497 -1.964 -1.966
C 1.948 -1.056 3.833
C -2.825 0.407 4.702
C 1.179 -2.902 -3.741
C -0.788 -3.632 3.336
C 0.024 -2.565 -3.051
C -0.333 5.200 -2.142
C 0.519 4.394 -1.399
C 1.004 7.105 -1.540
C -0.837 1.776 -2.769
C -1.300 -4.341 -0.254
H -1.202 -2.730 3.781
H -1.545 -4.044 2.664
H 5.698 1.619 -3.451
H -2.526 -1.234 -1.984
H 3.327 -2.850 -3.735
H 2.657 1.849 3.222
H 1.445 -2.975 4.723
H -1.134 -6.444 0.142
H 2.720 0.951 -0.436
H -3.971 -2.422 0.542
H -0.319 -4.290 -0.714
H 2.803 -3.025 3.622
H 2.434 -4.832 1.777
H -3.357 -6.593 1.220
H 4.420 -1.619 2.425
H 3.705 1.658 1.823
H 4.051 2.909 -4.778
H -1.189 4.778 -2.652
H -0.635 -0.452 -5.304
H 0.807 -5.509 1.626
H 3.464 -1.723 -1.542
H 0.732 0.494 -3.508
H -4.760 -4.559 1.423
H 1.113 -3.403 -4.700
H 4.234 -0.895 0.818
H 2.248 4.294 -0.126
H 5.036 0.650 -1.275
H -2.603 2.878 -2.231
H -0.943 -2.800 -3.485
H 4.147 0.875 3.360
H 1.771 3.242 -3.923
H -3.956 1.952 -4.061
H 1.026 -0.591 4.192
H 1.558 -5.374 3.228
H 1.185 8.171 -1.582
H 2.742 -0.780 4.536
H -2.983 0.280 -5.605
H 1.398 -1.132 -0.317
H 2.659 6.719 -0.231
H 3.306 -2.337 1.232
H -0.744 7.198 -2.787
H -0.570 -4.356 4.126
*
```



(2)
Computed, not measured: a structure of composition C38H42ClP2S2Sb2Zn, with ωB97M-V/def2-TZVPD.

Properties
* relative energy (zero: lowest compared OMol25 entry of this formula, charge and spin): 17.2 kcal per mole
* LUMO level: 2.5 eV
* M: 969.2 g mol⁻¹
* E: -154353.6128 eV
* frontier orbital gap: 7.17 eV

```
! RIJCOSX wB97M-V def2-TZVPD def2/J DEFGRID3
* xyz -1 1
Sb -0.239 -0.787 -4.403
Sb -1.494 1.936 -2.007
Zn 2.521 -0.748 -0.294
Cl 1.684 -2.654 -2.325
S 3.132 -2.983 1.268
S 1.602 2.327 0.573
P 1.133 0.877 1.833
P 1.415 -2.159 1.865
C -1.831 -5.182 0.574
C 0.067 -3.321 1.414
C -1.986 4.010 -1.638
C 0.610 -2.201 -5.814
C -0.936 -5.509 1.588
C -1.462 1.702 -5.963
C -1.542 0.306 2.500
C 3.188 -1.676 -1.969
C 1.355 -2.259 3.699
C -2.791 0.581 3.049
C 0.012 -4.587 2.001
C 1.309 -2.576 6.471
C -3.017 1.789 3.690
C 0.120 -2.458 5.764
C -2.146 2.465 -4.995
C 4.167 1.341 5.313
C 4.581 1.227 3.991
C 1.069 -0.655 1.042
C -0.756 2.457 3.213
C 2.520 -2.528 5.794
C 3.642 1.097 2.979
C 0.143 -2.304 4.385
C -0.751 3.757 -7.067
C -0.509 1.230 2.596
C -0.772 2.374 -6.976
C -3.092 1.188 -0.773
C -2.160 3.858 -5.136
C 1.873 1.168 4.597
C -1.466 0.204 -5.964
C 2.278 1.063 3.269
C -1.769 -3.931 -0.022
C -1.997 2.732 3.764
C 1.375 0.618 -4.645
C -0.822 -3.003 0.396
C -2.804 1.854 -3.798
C -1.469 4.506 -6.147
C 2.814 1.319 5.610
C 2.544 -2.368 4.416
H 1.858 0.458 -5.611
H 0.044 -3.133 -5.811
H 3.452 -2.612 6.341
H -0.760 -2.025 -0.068
H -1.723 4.248 -0.607
H 3.483 -2.341 3.881
H 0.971 1.629 -4.607
H -3.091 0.812 -3.952
H -0.829 -2.497 6.286
H 2.477 1.403 6.637
H -2.570 -5.904 0.249
H 0.609 -1.782 -6.822
H 3.447 -1.185 -2.904
H -1.071 -0.158 -6.914
H -0.789 -2.223 3.840
H 5.636 1.252 3.747
H 1.291 -2.709 7.546
H 2.102 0.502 -3.842
H 4.898 1.433 6.108
H -2.174 3.684 4.254
H 0.824 1.125 4.854
H -1.417 4.653 -2.309
H -2.812 1.315 0.272
H 3.960 1.035 1.945
H 3.951 -2.411 -1.731
H -1.491 5.587 -6.213
H -3.689 2.422 -3.503
H -0.238 1.784 -7.714
H -3.054 4.174 -1.791
H -3.587 -0.151 2.973
H -2.481 -0.183 -5.851
H -0.192 4.243 -7.858
H -0.976 -6.490 2.049
H -2.730 4.442 -4.421
H -4.005 1.749 -0.980
H 1.634 -2.420 -5.507
H -2.452 -3.678 -0.825
H 0.037 3.196 3.248
H -3.259 0.128 -0.970
H -1.360 -0.625 1.976
H -3.989 2.004 4.117
H 0.724 -4.846 2.775
*
```



(3)
Computed, not measured: a structure of composition C38H42IN3OSn, with ωB97M-V/def2-TZVPD.

Properties
* relative energy (zero: lowest compared OMol25 entry of this formula, charge and spin): 51.4 kcal per mole
* LUMO level (alpha / beta): -0.7 / -1.5 eV
* M: 802.4 g mol⁻¹
* E: -60537.6342 eV
* frontier orbital gap (alpha / beta): 6.25 / 6.76 eV

```
! RIJCOSX wB97M-V def2-TZVPD def2/J DEFGRID3
* xyz 0 1
I -1.834 5.038 -5.090
Sn -1.378 1.078 -1.401
O -4.813 -0.387 -3.851
N -1.317 -0.539 -0.020
N -2.873 0.112 -2.575
N 0.760 1.284 -0.045
C -1.468 3.957 -3.394
C 0.830 3.963 0.995
C 3.078 4.159 -0.144
C -3.904 -0.485 1.275
C 3.582 -0.246 3.407
C 2.876 0.126 -1.664
C 1.336 4.621 2.280
C 3.051 -1.365 3.993
C -0.379 -2.776 -1.611
C -0.650 -2.735 2.375
C -4.788 0.482 0.480
C -0.006 -1.632 1.875
C 1.966 3.385 0.170
C -2.182 -1.676 -0.169
C 2.946 1.533 -1.089
C -2.623 -3.814 -1.146
C 0.021 4.960 0.159
C 4.107 3.650 -0.919
C 1.229 -1.245 2.460
C -0.293 -0.633 0.835
C 2.709 0.185 -3.186
C 4.030 2.349 -1.393
C -1.743 -2.759 -0.940
C 2.948 0.419 2.320
C -3.900 -3.797 -0.606
C 1.137 -3.046 4.023
C -4.309 -2.720 0.164
C 0.788 0.315 0.815
C -3.850 -0.140 -3.217
C -0.543 -2.673 -3.132
C 1.825 -1.907 3.522
C -0.051 -3.433 3.460
C -4.643 -0.958 2.529
C 1.769 -0.089 1.853
C 0.426 -4.019 -1.228
C -3.457 -1.648 0.404
C 1.915 2.068 -0.301
C 4.103 -0.704 -1.281
H 0.516 -4.111 -0.144
H -2.357 3.700 -2.838
H 1.553 -3.607 4.851
H -5.642 -0.049 0.054
H 3.559 0.688 -3.651
H 4.516 0.154 3.781
H -4.580 -4.618 -0.794
H 0.432 -2.626 -3.623
H 2.000 -0.377 -1.257
H 3.135 5.181 0.213
H 0.496 4.912 2.914
H 5.013 -0.295 -1.725
H 1.914 5.522 2.064
H 3.991 -1.731 -1.635
H 0.173 3.141 1.280
H -1.590 -3.082 1.969
H 0.187 -1.904 -1.282
H 1.432 -3.965 -1.651
H -0.562 -4.302 3.854
H -0.887 5.262 0.686
H 1.972 3.940 2.847
H -4.245 0.931 -0.352
H 4.962 4.267 -1.163
H -3.011 0.050 1.600
H -5.634 -1.346 2.286
H -5.159 1.283 1.122
H -1.078 -3.542 -3.523
H 4.236 -0.729 -0.198
H -0.046 -4.927 -1.608
H 4.824 1.964 -2.024
H -4.088 -1.747 3.042
H 1.807 0.737 -3.459
H -4.777 -0.125 3.221
H 2.636 -0.821 -3.607
H -0.699 3.210 -3.522
H -1.114 -1.783 -3.405
H -0.267 4.530 -0.802
H -5.310 -2.711 0.578
H 0.611 5.858 -0.041
H 3.401 1.303 1.887
H 3.566 -1.839 4.820
H -2.313 -4.656 -1.754
*
```



(4)
Computed, not measured: a structure of composition C38H42N3O4P2PtSi2, with ωB97M-V/def2-TZVPD.

Properties
* LUMO level: 2.4 eV
* M: 918.0 g mol⁻¹
* E: -90330.5523 eV
* frontier orbital gap: 6.36 eV

```
! RIJCOSX wB97M-V def2-TZVPD def2/J DEFGRID3
* xyz -1 1
Pt 0.101 0.160 0.102
P -1.492 -1.131 1.847
P -0.259 -2.335 -0.792
Si 1.597 -0.985 -2.867
Si -1.550 1.934 2.552
O 0.156 2.174 -0.732
O 5.823 6.161 0.541
O 2.523 0.927 0.231
O 4.008 6.939 -0.312
N 0.421 -1.121 -1.621
N -1.338 0.467 1.694
N 4.704 6.000 0.062
C 0.112 2.620 3.088
C 0.761 -3.839 -0.906
C -2.640 1.700 4.076
C -2.143 -1.742 4.541
C -5.772 -2.536 0.952
C 4.899 3.598 0.603
C -3.196 -1.682 1.563
C 1.719 -4.057 0.079
C 2.616 -5.108 -0.038
C -5.358 -1.262 0.589
C -1.826 -2.831 -1.563
C 2.246 3.227 -0.273
C -2.439 -4.046 -1.274
C -2.466 -1.921 -2.400
C -3.612 -2.964 1.915
C -2.403 3.164 1.408
C 0.970 -1.811 -4.448
C -4.074 -0.835 0.894
C 1.604 -5.741 -2.126
C 0.177 -1.838 3.917
C -4.305 -3.446 -2.665
C 2.993 2.071 0.206
C -1.158 -1.647 3.563
C 4.359 2.358 0.642
C 2.560 -5.950 -1.141
C -0.289 -1.721 0.796
C -3.675 -4.352 -1.823
C 3.239 -1.782 -2.397
C -3.700 -2.231 -2.952
C 0.708 -4.689 -2.008
C 0.909 3.140 -0.731
C -0.471 -2.223 6.200
C -1.802 -2.034 5.854
C 0.518 -2.120 5.231
C 1.903 0.831 -3.202
C 2.840 4.494 -0.315
C -4.897 -3.387 1.614
C 4.131 4.693 0.111
H -6.036 -0.600 0.063
H 0.020 -1.377 -4.770
H -3.568 1.178 3.826
H 2.278 5.342 -0.685
H -4.192 -1.520 -3.605
H -5.270 -3.688 -3.094
H -4.148 -5.299 -1.590
H 1.690 -1.689 -5.261
H 1.746 -3.382 0.926
H 3.263 -6.769 -1.234
H 0.975 1.352 -3.454
H 0.933 -1.759 3.145
H -3.731 0.153 0.609
H -1.981 -0.974 -2.605
H 3.363 -5.267 0.729
H 3.538 -1.437 -1.404
H -0.204 -2.448 7.225
H 1.558 -2.259 5.498
H 0.509 4.087 -1.139
H 0.563 1.975 3.847
H 4.925 1.509 1.001
H -3.183 -1.583 4.282
H 2.615 0.970 -4.020
H 3.175 -2.873 -2.371
H 0.028 3.628 3.501
H -2.130 1.128 4.854
H 0.806 2.648 2.239
H 1.556 -6.396 -2.986
H 4.027 -1.505 -3.102
H -2.576 -2.109 6.607
H 0.814 -2.883 -4.305
H -2.928 -3.632 2.428
H -3.483 2.995 1.380
H 2.314 1.302 -2.305
H 5.912 3.781 0.931
H -2.233 4.198 1.720
H -2.016 3.044 0.393
H -5.215 -4.384 1.892
H -1.948 -4.756 -0.617
H -0.038 -4.530 -2.778
H -6.775 -2.868 0.714
H -2.911 2.673 4.496
*
```